C3H11N2O2 | ωB97M-V with the def2-TZVPD basis set

Summary:
**Charge**: +1
**Spin multiplicity**: 3
**⟨S²⟩**: 2.01
**HOMO (alpha / beta)**: -9.559 / -14.672 eV

```
18
C3H11N2O2 | OMol25 | ωB97M-V with the def2-TZVPD basis set
C -2.050 1.327 0.255
C -1.796 -0.163 0.199
C 0.682 -0.145 0.594
N 2.620 0.735 -0.626
N 1.090 -1.570 0.263
O -1.794 -0.793 -0.936
O 1.089 0.651 -0.406
H -1.130 1.797 -0.034
H -2.373 1.452 1.322
H -2.771 1.549 -0.419
H -1.983 -0.930 0.915
H 0.757 0.022 1.605
H 3.074 1.108 0.256
H 2.554 1.387 -1.382
H 1.241 -2.307 0.946
H 0.625 -2.045 -0.514
H 2.099 -1.663 -0.239
H -1.935 -0.413 -1.797
```

Here are the natural (NBO) charges for atoms 1 to 6, given in e: -0.6839, 0.0775, 0.4274, -0.5336, -0.7901, -0.6994

C3H11N2O3 | ωB97M-V with the def2-TZVPD basis set

Summary:
**Charge**: +1
**HOMO**: -14.622 eV

```
19
C3H11N2O3 | OMol25 | ωB97M-V with the def2-TZVPD basis set
C 0.414 -1.922 -0.629
C -2.494 0.957 0.752
C 1.856 -0.062 0.335
N -0.499 0.947 -0.835
N 1.529 -1.067 -0.425
O 3.018 0.581 0.024
O 1.118 0.489 1.256
O -1.238 0.351 0.283
H -0.155 -2.156 0.280
H -0.268 -1.518 -1.346
H 0.821 -2.841 -0.788
H -2.785 1.657 0.025
H -2.261 1.475 1.674
H -3.293 0.163 0.952
H -0.190 1.869 -0.541
H 2.202 -1.124 -1.100
H -1.058 0.695 -1.694
H 3.251 1.212 0.679
H 0.031 0.294 1.096
```

Here are the natural (NBO) charges for atoms 1 to 6, given in e: -0.4190, -0.2586, 0.9487, -0.5768, -0.5202, -0.6347

C3H11N2OPS | ωB97M-V with the def2-TZVPD basis set

Summary:
**Charge**: 0
**HOMO**: -8.023 eV

```
19
C3H11N2OPS | OMol25 | ωB97M-V with the def2-TZVPD basis set
C -2.129 -0.876 1.691
C 0.083 1.641 -2.042
C -1.128 0.179 2.035
N 2.788 -1.137 -0.615
N 2.157 -0.003 -1.029
O -0.928 1.145 1.061
P 0.478 0.122 -1.118
S -0.310 -1.474 -1.929
H -3.134 -0.665 1.757
H -1.957 -1.018 0.593
H -1.962 -1.756 2.213
H 1.021 2.176 -2.030
H -0.240 1.411 -3.067
H -0.709 2.109 -1.570
H -0.082 -0.103 2.308
H -1.382 0.704 2.968
H 2.689 -1.237 0.350
H 2.348 -1.958 -1.109
H 2.397 0.740 -0.467
```

Here are the natural (NBO) charges for atoms 1 to 6, given in e: -0.6409, -0.9566, -0.0785, -0.6164, -0.7057, -0.6941

C3H11N2OS | ωB97M-V with the def2-TZVPD basis set

Summary:
**Charge**: -1
**HOMO**: -3.221 eV

```
18
C3H11N2OS | OMol25 | ωB97M-V with the def2-TZVPD basis set
N 1.716 -0.623 -1.537
C 0.283 -0.173 -0.543
C -0.884 -1.162 -0.649
S -2.250 -0.896 0.512
C 0.882 -0.280 0.837
N 2.085 0.610 1.143
H 1.346 -1.561 -1.719
H 0.640 0.092 -1.705
H -0.135 0.960 -0.608
H -0.434 -2.163 -0.542
H -1.212 -1.234 -1.720
H 1.234 -1.314 0.960
H 0.113 -0.173 1.601
H 2.737 0.547 0.418
H 1.809 1.653 1.332
H -2.543 2.649 1.063
H -2.542 1.094 0.730
O -2.847 1.972 0.427
```

Here are the natural (NBO) charges for atoms 1 to 6, given in e: -0.8629, -0.2775, -0.5435, -0.6066, -0.2166, -0.8619

C3H11N2OS | ωB97M-V with the def2-TZVPD basis set

Summary:
**Charge**: -1
**HOMO**: -3.216 eV

```
18
C3H11N2OS | OMol25 | ωB97M-V with the def2-TZVPD basis set
C -0.292 -0.488 -0.571
C -0.830 -1.115 -1.852
S -1.402 0.302 -2.893
N 0.302 -1.518 0.254
H 0.514 0.196 -0.838
H -1.073 0.092 -0.046
H -0.005 -1.660 -2.309
H -1.673 -1.789 -1.687
H -2.098 -0.374 -3.830
H 0.982 -1.047 0.964
H -0.391 -2.023 0.793
N 0.998 1.870 3.230
C 0.946 0.437 2.779
O 1.693 0.189 1.690
H 1.669 1.925 3.988
H 1.408 2.331 2.422
H 1.129 -0.152 3.717
H -0.130 0.276 2.493
```

Here are the natural (NBO) charges for atoms 1 to 6, given in e: -0.2349, -0.4806, -0.1040, -0.9151, 0.2050, 0.1632

C3H11N2S | ωB97M-V with the def2-TZVPD basis set

Summary:
**Charge**: -1
**HOMO**: -2.443 eV

```
17
C3H11N2S | OMol25 | ωB97M-V with the def2-TZVPD basis set
C 1.070 -0.512 1.890
N 1.664 0.756 1.469
C 0.751 1.591 0.668
N 0.851 1.370 -0.748
H 1.786 -1.140 2.429
H 0.214 -0.365 2.558
H 0.730 -1.058 1.013
H 2.059 1.237 2.264
H 0.999 2.625 0.951
H -0.287 1.443 0.992
H 1.809 1.155 -0.984
H 0.207 0.614 -1.041
C -2.458 -1.564 -2.384
S -1.202 -1.263 -1.106
H -3.390 -1.923 -1.935
H -2.702 -0.655 -2.935
H -2.101 -2.312 -3.101
```

Here are the natural (NBO) charges for atoms 1 to 6, given in e: -0.4223, -0.6574, -0.0506, -0.8897, 0.1739, 0.1536

C3H11N2S | ωB97M-V with the def2-TZVPD basis set

Summary:
**Charge**: +1
**HOMO**: -12.672 eV

```
17
C3H11N2S | OMol25 | ωB97M-V with the def2-TZVPD basis set
C -2.629 0.708 -1.048
C -2.693 -0.496 -0.114
S -1.046 -0.985 0.549
H -2.237 0.484 -2.038
H -2.120 1.543 -0.567
H -3.659 1.022 -1.229
H -3.335 -0.280 0.729
H -3.105 -1.333 -0.655
H -1.356 -0.697 1.819
N 2.148 0.013 0.948
C 2.273 0.383 -0.304
N 3.220 1.193 -0.732
H 2.804 0.332 1.646
H 1.258 -0.430 1.178
H 1.635 -0.074 -1.048
H 3.225 1.444 -1.710
H 3.617 1.887 -0.113
```

Here are the natural (NBO) charges for atoms 1 to 6, given in e: -0.6228, -0.4749, -0.1431, 0.2138, 0.2097, 0.2314

C3H11N2S | ωB97M-V with the def2-TZVPD basis set

Summary:
**Charge**: +1
**HOMO**: -12.625 eV

```
17
C3H11N2S | OMol25 | ωB97M-V with the def2-TZVPD basis set
C -2.026 0.836 -0.214
C -2.385 -0.639 -0.131
S -1.271 -1.505 1.051
H -0.958 0.992 -0.370
H -2.329 1.366 0.690
H -2.631 1.221 -1.032
H -3.399 -0.778 0.221
H -2.289 -1.175 -1.070
H -1.498 -2.755 0.630
N 1.752 -0.171 0.901
C 2.367 -0.051 -0.254
N 2.917 1.052 -0.697
H 1.701 0.566 1.591
H 1.054 -0.917 1.001
H 2.634 -0.999 -0.718
H 3.691 1.032 -1.344
H 2.669 1.926 -0.253
```

Here are the natural (NBO) charges for atoms 1 to 6, given in e: -0.6200, -0.4790, -0.1111, 0.1875, 0.2237, 0.2386

C3H11N3 | ωB97M-V with the def2-TZVPD basis set

Summary:
**Charge**: 0
**Structure (SMILES)**: NCCNCN
**HOMO**: -9.077 eV

```
17
C3H11N3 | OMol25 | ωB97M-V with the def2-TZVPD basis set
C -0.983 0.043 0.116
N 0.539 -0.117 -0.028
C 0.748 -1.381 0.615
N 2.080 -2.053 0.522
C -1.462 1.459 -0.408
N -0.829 1.744 -1.756
H -1.494 -0.747 -0.538
H -1.275 -0.123 1.195
H 1.029 0.481 0.563
H 0.745 -1.210 1.757
H 0.047 -2.291 0.490
H 2.493 -1.592 1.353
H 2.615 -1.706 -0.285
H -1.019 2.149 0.352
H -2.534 1.607 -0.442
H -0.537 2.734 -1.824
H -0.162 1.003 -1.683
```

Here are the natural (NBO) charges for atoms 1 to 6, given in e: -0.2462, -0.6482, -0.0611, -0.8273, -0.2280, -0.8668

C3H11N3 | ωB97M-V with the def2-TZVPD basis set

Summary:
**Charge**: 0
**Structure (SMILES)**: C=CN.NCN
**HOMO**: -8.477 eV

```
17
C3H11N3 | OMol25 | ωB97M-V with the def2-TZVPD basis set
C 2.208 1.200 2.698
C 1.976 0.458 1.630
N 2.892 0.138 0.465
H 3.252 1.339 3.110
H 1.328 1.706 3.308
H 1.155 -0.288 1.550
H 3.501 1.058 0.369
H 2.349 -0.046 -0.395
N -1.142 -1.361 -0.903
C -1.936 -0.225 -1.630
N -3.308 -0.375 -1.931
H -1.108 -1.489 0.190
H -0.215 -1.543 -1.313
H -1.489 -0.138 -2.656
H -1.919 0.831 -1.100
H -3.979 0.071 -1.272
H -3.566 -1.336 -2.118
```

Here are the natural (NBO) charges for atoms 1 to 6, given in e: -0.5314, 0.0067, -0.8490, 0.2138, 0.2248, 0.1841

C3H11N3 | ωB97M-V with the def2-TZVPD basis set

Summary:
**Charge**: 0
**Structure (SMILES)**: C=NC.NCN
**HOMO**: -8.855 eV

```
17
C3H11N3 | OMol25 | ωB97M-V with the def2-TZVPD basis set
C -1.668 1.533 -0.335
C -2.448 -0.706 -0.363
N -2.081 0.312 -1.009
H -2.046 2.378 -0.883
H -0.580 1.510 -0.156
H -2.090 1.526 0.683
H -3.057 -1.429 -0.913
H -2.202 -0.939 0.671
N 1.503 0.401 -0.515
C 1.259 -0.509 0.576
N 2.333 -1.433 0.911
H 2.139 1.167 -0.368
H 1.728 0.020 -1.421
H 1.200 0.160 1.457
H 0.314 -1.014 0.362
H 2.532 -2.050 0.131
H 3.164 -0.927 1.174
```

Here are the natural (NBO) charges for atoms 1 to 6, given in e: -0.4652, -0.0710, -0.3875, 0.2075, 0.2342, 0.1696

C3H11N3 | ωB97M-V with the def2-TZVPD basis set

Summary:
**Charge**: 0
**Structure (SMILES)**: C=NC.NCN
**HOMO**: -8.885 eV

```
17
C3H11N3 | OMol25 | ωB97M-V with the def2-TZVPD basis set
C -2.907 1.016 -1.345
C -2.903 0.314 0.875
N -2.250 0.457 -0.197
H -2.871 0.372 -2.243
H -4.053 1.098 -1.260
H -2.682 2.058 -1.548
H -2.582 0.732 1.849
H -3.860 -0.219 0.981
N 1.763 -1.132 0.948
C 2.302 -0.438 -0.291
N 3.701 -0.161 -0.027
H 1.115 -1.878 0.731
H 1.279 -0.441 1.515
H 1.751 0.459 -0.515
H 2.256 -1.152 -1.121
H 4.121 -0.997 0.359
H 3.732 0.517 0.727
```

Here are the natural (NBO) charges for atoms 1 to 6, given in e: -0.4387, 0.0255, -0.4475, 0.2037, 0.1591, 0.2150